This record from the Open Molecules 2025 dataset describes one molecule with the formula C5H9NO at a distorted geometry. The level of theory is the ωB97M-V functional and the def2-TZVPD basis.

## Properties
* orbital gap: 10.83 eV
* SMILES: C=NCCCC=O
* strongest force on any atom: 1.58 eV/A
* energy above the lowest of the compared OMol25 structures with the same formula, charge and spin: 48.5 kcal per mole

Geometry (Å):
C1 -2.04 -2.20 0.79
N1 -1.63 -1.01 0.84
C2 -0.96 -0.44 -0.33
C3 0.47 -0.02 0.11
C4 0.93 1.26 -0.58
C5 2.16 1.86 0.01
O1 2.49 1.71 1.16
H1 -1.90 -2.88 -0.05
H2 -2.56 -2.58 1.66
H3 -1.56 0.43 -0.54
H4 -0.92 -1.10 -1.19
H5 0.50 0.20 1.16
H6 1.07 -0.85 -0.26
H7 0.99 1.14 -1.66
H8 0.13 2.01 -0.48
H9 2.82 2.48 -0.63

=====

This record from the Open Molecules 2025 dataset describes a 2-piece molecular cluster, C3H7NO overall at a distorted geometry. The level of theory is the ωB97M-V functional and the def2-TZVPD basis.

## Properties
* orbital gap: 9.21 eV
* SMILES: C=CN.C=O
* strongest force on any atom: 3.44 eV/A
* energy above the lowest of the compared OMol25 structures with the same formula, charge and spin: 73.1 kcal per mole

Geometry (Å):
C1 -1.41 -0.90 -0.21
C2 -0.80 0.21 0.41
N1 0.02 0.20 1.55
H1 -1.65 -1.88 0.18
H2 -2.05 -0.67 -1.06
H3 -0.64 1.13 -0.23
H4 -0.19 -0.56 2.18
H5 -0.01 0.98 2.21
C3 1.77 0.32 -1.35
O1 1.01 0.83 -2.17
H6 1.30 -0.48 -0.72
H7 2.64 0.82 -0.78

=====

This record from the Open Molecules 2025 dataset describes a 3-piece molecular cluster, C26H47N4O4 overall at a distorted geometry. The level of theory is the ωB97M-V functional and the def2-TZVPD basis.

## Properties
* orbital gap (alpha / beta): 5.75 / 6.33 eV
* spin multiplicity: 3
* strongest force on any atom: 5.34 eV/A
* total charge: +1

Geometry (Å):
C1 1.75 -2.47 1.29
C2 0.58 -2.87 2.36
N1 -0.73 -2.12 2.19
C3 -1.96 -3.00 1.85
C4 -3.48 -2.42 1.67
C5 -3.74 -0.78 1.86
C6 -2.39 0.11 2.23
C7 -0.89 -0.60 2.39
C8 0.38 0.36 2.80
O1 1.03 1.05 1.68
N2 0.20 1.25 0.64
O2 0.48 0.56 -0.33
H1 1.80 -3.15 0.33
H2 2.79 -2.60 1.86
H3 1.73 -1.35 0.93
H4 1.01 -2.81 3.47
H5 0.37 -4.04 2.19
H6 -1.80 -4.17 1.75
H7 -4.40 -3.11 1.43
H8 -4.82 -0.31 1.77
H9 -2.50 1.28 2.38
H10 1.14 -0.33 3.41
H11 -0.05 1.20 3.52
C9 1.82 4.16 0.70
C10 1.32 5.33 1.59
C11 1.08 6.60 0.73
C12 2.36 7.29 0.29
C13 3.27 7.57 1.48
C14 3.56 6.31 2.33
N3 2.31 5.57 2.70
O3 1.65 6.31 3.71
C15 4.53 5.38 1.56
C16 4.39 6.74 3.58
C17 -0.07 4.83 2.12
H12 2.34 4.50 -0.20
H13 2.50 3.49 1.25
H14 1.00 3.52 0.35
H15 0.47 7.32 1.29
H16 0.49 6.34 -0.16
H17 2.89 6.69 -0.46
H18 2.11 8.24 -0.21
H19 4.21 8.01 1.11
H20 2.80 8.35 2.10
H21 4.69 4.44 2.10
H22 5.51 5.85 1.43
H23 4.19 5.13 0.55
H24 3.89 7.50 4.19
H25 5.36 7.17 3.29
H26 4.60 5.87 4.23
H27 0.04 3.93 2.73
H28 -0.73 4.58 1.28
H29 -0.60 5.58 2.70
C18 -2.68 -6.70 -4.14
C19 -3.18 -5.53 -3.25
C20 -3.42 -4.26 -4.11
C21 -2.14 -3.56 -4.55
C22 -1.23 -3.28 -3.36
C23 -0.94 -4.55 -2.51
N4 -2.19 -5.29 -2.14
O4 -2.85 -4.55 -1.14
C24 0.03 -5.48 -3.28
C25 -0.11 -4.12 -1.26
C26 -4.57 -6.03 -2.73
H30 -2.16 -6.35 -5.04
H31 -2.00 -7.37 -3.59
H32 -3.50 -7.33 -4.49
H33 -4.03 -3.54 -3.55
H34 -4.01 -4.52 -5.00
H35 -1.61 -4.17 -5.30
H36 -2.39 -2.62 -5.05
H37 -0.29 -2.85 -3.73
H38 -1.70 -2.51 -2.74
H39 0.19 -6.42 -2.74
H40 1.01 -5.00 -3.41
H41 -0.31 -5.72 -4.29
H42 -0.61 -3.36 -0.65
H43 0.86 -3.69 -1.55
H44 0.10 -4.99 -0.61
H45 -4.46 -6.93 -2.11
H46 -5.23 -6.28 -3.56
H47 -5.10 -5.27 -2.14

=====

This record from the Open Molecules 2025 dataset describes one molecule with the formula C4H9NO2. The level of theory is the ωB97M-V functional and the def2-TZVPD basis.

## Properties
* orbital gap: 10.02 eV
* SMILES: C[C@H](C=O)NCO
* strongest force on any atom: 0.96 eV/A
* energy above the lowest of the compared OMol25 structures with the same formula, charge and spin: 49.4 kcal per mole

Geometry (Å):
C1 -0.40 0.62 1.48
C2 0.59 0.15 0.42
C3 1.77 1.10 0.23
O1 1.91 2.18 0.71
N1 0.11 -0.08 -0.92
C4 -0.57 -1.34 -1.13
O2 -1.69 -1.21 -1.96
H1 -1.39 0.90 1.13
H2 0.05 1.50 1.94
H3 -0.56 -0.09 2.25
H4 1.08 -0.75 0.80
H5 2.53 0.68 -0.45
H6 -0.40 0.74 -1.22
H7 -0.87 -1.76 -0.15
H8 0.11 -2.08 -1.56
H9 -2.27 -0.56 -1.57

=====

This record from the Open Molecules 2025 dataset describes one molecule with the formula C2H3N2OP at a distorted geometry. The level of theory is the ωB97M-V functional and the def2-TZVPD basis.

## Properties
* orbital gap: 9.15 eV
* SMILES: O=c1cn[nH][pH]1
* strongest force on any atom: 3.39 eV/A
* energy above the lowest of the compared OMol25 structures with the same formula, charge and spin: 33.2 kcal per mole

Geometry (Å):
O1 -2.35 -0.22 -0.05
C1 -1.17 -0.02 -0.20
C2 -0.16 -1.10 -0.11
N1 1.09 -0.76 -0.26
N2 1.15 0.63 -0.47
P1 -0.19 1.51 -0.10
H1 -0.41 -2.17 0.16
H2 2.08 0.97 -0.33
H3 -0.04 1.15 1.35

=====

This record from the Open Molecules 2025 dataset describes a 2-piece molecular cluster, C5H8ClN3O overall at a distorted geometry. The level of theory is the ωB97M-V functional and the def2-TZVPD basis.

## Properties
* orbital gap (alpha / beta): 8.33 / 8.35 eV
* strongest force on any atom: 6.41 eV/A
* energy above the lowest of the compared OMol25 structures with the same formula, charge and spin: 110.8 kcal per mole

Geometry (Å):
C1 -2.81 1.19 0.03
C2 -1.56 1.42 -0.38
C3 -3.33 -0.14 0.21
C4 -0.56 -0.80 -0.23
C5 0.20 -2.09 -0.38
N1 -2.81 -1.25 0.10
N2 -0.45 0.44 -0.47
N3 4.91 0.73 1.00
O1 0.67 0.91 -0.76
Cl1 -5.06 -0.06 0.43
H1 -3.44 1.98 0.04
H2 -1.08 2.32 -0.62
H3 -0.64 -2.87 -0.66
H4 0.49 -2.36 0.54
H5 0.94 -1.87 -1.01
H6 4.72 1.74 0.92
H7 4.08 0.25 0.74
H8 5.73 0.47 0.52